Below is an isolated ion of composition C2H2N3O2 and charge -1, with properties calculated with wB97M-V/def2-TZVPD.

The geometry in ORCA input format:
```
! wB97M-V def2-TZVPD RIJCOSX def2/J DEFGRID3
* xyz -1 1
N 2.7704 0.5327 0.0519
N 1.7265 0.0420 -0.0772
N 0.9352 -0.8295 0.0094
C -0.4903 -0.8287 -0.1401
C -0.9132 0.8370 0.1616
O -2.0649 0.9147 0.5473
O -0.0535 1.6886 -0.1153
H -0.9301 -1.0997 -1.1873
H -0.9802 -1.2572 0.7496
*
```

Values from the calculation:
energy relative to the best compared isomer or geometry (same formula, charge and spin)	49.98	kcal per mole
orbital gap	0.30267	Eh
SMILES	[N-]=[N+]=NCC(=O)[O-]
HOMO	-3.8	eV

Atom charges from the Mulliken analysis, given in e for atoms 1 to 5:
1 N -0.697
2 N 0.799
3 N -0.397
4 C -0.321
5 C 0.500